Record 1
This record from the OMol25 dataset describes C16H39Hg2NO16 as an isolated structure at a distorted geometry. The level of theory is the ωB97M-V functional and the def2-TZVPD basis.

The relative energy (zero: lowest compared OMol25 entry of this formula, charge and spin) comes out at 14.84 kcal per mole. The HOMO energy comes out at -8.43 eV. The value obtained for the LUMO energy is -1.001 eV. The value obtained for the calculated total energy is -59818.2182 eV. The gap between HOMO and LUMO comes out at 7.4 eV.

Atoms and positions in Å:
Hg -1.38 1.47 0.73
Hg 1.79 -0.38 2.32
C -0.47 0.83 2.99
O 0.03 -0.10 3.75
O -1.68 0.94 2.65
O 0.43 1.51 2.33
C 0.07 -0.91 0.12
O -1.21 -0.80 0.12
O 0.72 -1.74 0.83
O 0.60 0.27 0.04
C 4.05 0.26 -3.25
C 2.89 0.10 -2.26
O 2.69 1.30 -1.50
O 3.61 1.09 -4.35
H 4.19 -0.71 -3.71
H 4.93 0.64 -2.72
H 3.19 -0.62 -1.49
H 1.95 -0.25 -2.69
H 1.82 1.20 -1.07
H 3.46 1.97 -3.99
C 0.18 -5.01 -0.53
C 0.66 -4.02 -1.62
O 1.87 -3.44 -1.15
O -0.29 -4.35 0.62
H 1.00 -5.70 -0.31
H -0.64 -5.62 -0.93
H -0.15 -3.32 -1.85
H 0.86 -4.59 -2.53
H 1.65 -2.75 -0.51
H 0.19 -3.52 0.76
C -4.14 -2.01 -1.19
C -4.21 -2.80 0.11
O -3.58 -2.17 1.19
O -2.82 -2.10 -1.71
H -4.33 -0.95 -0.97
H -4.87 -2.36 -1.92
H -3.88 -3.84 0.02
H -5.27 -2.90 0.36
H -2.66 -1.95 0.95
H -2.20 -1.63 -1.12
C 2.69 -3.31 2.92
C 4.00 -2.69 2.36
O 3.72 -1.62 1.44
O 1.91 -2.37 3.64
H 2.94 -4.11 3.63
H 2.22 -3.76 2.05
H 4.62 -3.48 1.94
H 4.57 -2.25 3.18
H 4.34 -1.76 0.72
H 1.16 -2.74 4.12
C 1.11 3.96 0.62
O 0.06 3.21 -0.01
C 0.02 3.47 -1.40
C -1.00 2.59 -2.11
N -2.19 2.29 -1.31
C -3.00 3.48 -1.03
C -2.82 4.15 0.34
O -2.37 3.32 1.44
C -2.05 4.08 2.59
H 0.72 4.96 0.82
H 1.98 4.08 -0.01
H 1.33 3.50 1.59
H 0.99 3.43 -1.89
H -0.42 4.47 -1.50
H -0.53 1.67 -2.47
H -1.37 3.09 -3.01
H -2.75 1.68 -1.89
H -4.05 3.17 -1.02
H -2.97 4.15 -1.90
H -3.78 4.62 0.55
H -1.99 4.85 0.29
H -2.13 3.47 3.48
H -2.88 4.76 2.81
H -1.10 4.60 2.48



Record 2
This record from the OMol25 dataset describes CHOPS as an isolated structure at a distorted geometry. The level of theory is the ωB97M-V functional and the def2-TZVPD basis.

The relative energy (zero: lowest compared OMol25 entry of this formula, charge and spin) comes out at 11.41 kcal per mole. The HOMO energy comes out at -8.86 eV. The value obtained for the LUMO energy is -0.890 eV. The value obtained for the calculated total energy is -23222.9491 eV. The gap between HOMO and LUMO comes out at 8.0 eV.

Atoms and positions in Å:
C -0.15 0.37 0.50
O 0.24 -1.59 -0.86
P -0.52 -0.42 -1.21
S 0.66 1.67 0.10
H -0.24 -0.03 1.46



Record 3
This record from the OMol25 dataset describes a 2-piece molecular cluster, C4H12N2O overall. The level of theory is the ωB97M-V functional and the def2-TZVPD basis.

The relative energy (zero: lowest compared OMol25 entry of this formula, charge and spin) comes out at 12.73 kcal per mole. The HOMO energy comes out at -9.30 eV. The value obtained for the LUMO energy is 0.724 eV. The value obtained for the calculated total energy is -9370.6419 eV. The gap between HOMO and LUMO comes out at 10.0 eV.

Atoms and positions in Å:
N 2.21 0.43 -0.70
C 1.81 1.77 -1.13
H 2.81 0.00 -1.41
H 2.77 0.48 0.15
H 1.21 1.68 -2.05
H 2.65 2.46 -1.32
H 1.17 2.21 -0.34
O -2.70 -0.97 1.43
C -1.53 -0.68 1.20
N -0.99 -0.84 -0.04
C -0.60 -0.12 2.25
C -1.77 -1.36 -1.14
H -0.01 -0.58 -0.18
H -0.23 0.88 1.97
H -1.14 -0.04 3.21
H 0.27 -0.79 2.40
H -1.14 -1.41 -2.04
H -2.64 -0.72 -1.35
H -2.14 -2.38 -0.91



Record 4
This record from the OMol25 dataset describes a 3-piece molecular cluster, C5H14N2O overall at a distorted geometry. The level of theory is the ωB97M-V functional and the def2-TZVPD basis.

The relative energy (zero: lowest compared OMol25 entry of this formula, charge and spin) comes out at 150.59 kcal per mole. The HOMO energy (alpha / beta) comes out at -5.54 / -6.14 eV. The value obtained for the LUMO energy (alpha / beta) is 0.979 / 0.984 eV. The value obtained for the calculated total energy is -10434.4980 eV. The gap between HOMO and LUMO (alpha / beta) comes out at 6.5 / 7.1 eV.

Atoms and positions in Å:
C -2.07 0.49 -0.66
C 0.17 0.93 0.61
C 0.18 0.66 -0.74
C 2.53 0.31 0.09
C -2.22 -0.86 -1.29
N 0.00 0.00 1.60
N 2.47 -1.00 0.71
O -2.69 0.62 0.58
H -2.25 0.02 1.20
H -2.36 1.33 -1.28
H 0.07 1.96 0.92
H 0.59 -0.83 1.44
H 0.08 0.37 2.54
H 2.47 -1.74 0.01
H 3.23 -1.20 1.36
H 0.24 1.50 -1.41
H 0.39 -0.31 -1.15
H 3.01 0.31 -0.89
H 2.93 1.08 0.74
H -3.28 -1.16 -1.36
H -1.70 -1.63 -0.72
H -1.81 -0.86 -2.31



Record 5
This record from the OMol25 dataset describes a 8-piece molecular cluster, C28H46F6O17P overall at a distorted geometry. The level of theory is the ωB97M-V functional and the def2-TZVPD basis.

The total charge is -1. The relative energy (zero: lowest compared OMol25 entry of this formula, charge and spin) comes out at 49.71 kcal per mole. The HOMO energy comes out at -8.09 eV. The value obtained for the LUMO energy is 1.892 eV. The value obtained for the calculated total energy is -90187.5109 eV. The gap between HOMO and LUMO comes out at 10.0 eV.

Atoms and positions in Å:
P -0.53 0.69 -1.01
F 0.23 -0.49 -0.18
F -1.85 -0.27 -0.94
F -0.98 1.37 0.47
F -1.26 1.97 -1.78
F 0.84 1.53 -0.99
F -0.17 0.10 -2.44
C -7.15 -4.35 -3.97
C -8.23 -5.46 -4.19
C -7.86 -5.90 -5.58
O -6.39 -5.89 -5.52
C -5.89 -4.91 -4.61
H -6.90 -4.17 -2.92
H -7.34 -3.42 -4.49
H -9.28 -5.19 -4.25
H -7.90 -6.18 -3.44
H -8.41 -5.32 -6.32
H -8.16 -6.89 -5.91
H -5.29 -4.14 -5.10
H -5.38 -5.56 -3.90
C 8.11 -3.33 2.26
C 8.22 -4.63 3.09
C 7.59 -5.73 2.28
O 6.57 -4.92 1.63
C 6.87 -3.55 1.38
H 9.03 -3.34 1.68
H 8.03 -2.37 2.78
H 7.51 -4.68 3.92
H 9.16 -4.94 3.53
H 7.12 -6.52 2.86
H 8.23 -6.39 1.70
H 6.04 -2.93 1.70
H 7.24 -3.26 0.40
C 2.86 4.99 4.26
C 4.22 4.19 4.37
C 5.50 4.85 3.91
O 6.47 4.51 4.93
C 5.89 4.14 5.98
O 6.44 3.99 7.03
O 4.62 3.95 5.74
H 3.08 6.04 4.48
H 2.27 4.77 5.15
H 2.22 4.92 3.38
H 4.10 3.22 3.89
H 5.32 5.92 3.99
H 5.85 4.56 2.92
C 1.68 -1.49 8.32
C 0.72 -1.22 9.42
C 1.12 -1.47 10.81
O 1.43 -0.25 11.38
C 0.90 0.77 10.55
O 1.00 1.94 10.85
O 0.53 0.17 9.43
H 1.25 -1.28 7.34
H 1.87 -2.56 8.22
H 2.62 -0.97 8.51
H -0.18 -1.83 9.29
H 1.96 -2.16 10.83
H 0.38 -1.90 11.48
C 3.93 0.25 -7.54
C 4.37 -1.13 -7.90
C 4.98 -2.09 -6.81
O 3.95 -3.04 -6.70
C 2.98 -2.75 -7.54
O 1.96 -3.38 -7.58
O 3.30 -1.78 -8.42
H 4.76 0.69 -7.00
H 3.07 0.23 -6.87
H 3.70 0.80 -8.45
H 5.08 -0.95 -8.70
H 5.16 -1.55 -5.88
H 5.94 -2.42 -7.20
C -1.68 7.62 -6.78
C -2.88 7.39 -7.70
C -3.66 8.65 -8.22
O -3.93 8.36 -9.52
C -3.18 7.28 -9.92
O -3.27 6.74 -11.04
O -2.32 6.94 -8.93
H -1.89 8.30 -5.95
H -0.95 8.10 -7.43
H -1.45 6.66 -6.33
H -3.39 6.62 -7.13
H -3.06 9.53 -8.04
H -4.66 8.68 -7.79
C -7.64 -0.17 2.58
C -6.93 -1.15 3.58
C -6.33 -0.59 4.88
O -6.49 -1.63 5.75
C -7.66 -2.25 5.46
O -8.25 -3.03 6.23
O -7.98 -1.90 4.20
H -6.89 0.46 2.12
H -8.35 0.54 3.00
H -8.17 -0.79 1.85
H -6.14 -1.79 3.19
H -6.72 0.36 5.27
H -5.26 -0.52 4.68



Record 6
This record from the OMol25 dataset describes a 7-piece molecular cluster, C27H49BCl12O3 overall at a distorted geometry. The level of theory is the ωB97M-V functional and the def2-TZVPD basis.

The HOMO energy comes out at -8.02 eV. The value obtained for the LUMO energy is 0.565 eV. The value obtained for the calculated total energy is -185882.8131 eV. The gap between HOMO and LUMO comes out at 8.6 eV.

Atoms and positions in Å:
C 1.74 5.26 7.31
C 1.45 6.01 6.00
O 0.14 6.55 6.01
C -0.68 6.09 4.96
C -1.12 4.64 5.16
O -1.39 3.97 3.93
B -0.30 3.35 3.38
C -0.40 1.80 3.11
O 0.47 1.33 2.08
C 1.50 0.52 2.49
C 1.28 -0.61 3.27
C 2.33 -1.44 3.65
C 2.05 -2.65 4.52
C 3.63 -1.12 3.25
C 3.84 0.00 2.44
C 2.79 0.83 2.05
C 2.97 2.05 1.15
C 2.58 1.60 -0.29
C 4.41 2.56 1.12
H 2.65 5.63 7.78
H 0.90 5.43 7.98
H 1.86 4.20 7.14
H 1.56 5.31 5.17
H 2.18 6.81 5.86
H -1.53 6.76 4.90
H -0.14 6.18 4.01
H -0.37 4.10 5.74
H -2.01 4.64 5.78
H 0.70 3.98 3.16
H -1.44 1.58 2.83
H -0.25 1.30 4.07
H 0.27 -0.84 3.57
H 2.53 -2.52 5.49
H 0.98 -2.77 4.61
H 2.47 -3.52 4.01
H 4.48 -1.72 3.52
H 4.85 0.23 2.13
H 2.29 2.82 1.50
H 2.51 0.51 -0.31
H 1.62 1.99 -0.57
H 3.36 1.86 -1.00
H 5.08 1.78 0.79
H 4.48 3.36 0.38
H 4.73 2.99 2.07
Cl 0.53 -6.33 2.79
C 1.78 -7.09 1.77
C 3.17 -6.81 2.29
Cl 3.62 -5.09 2.10
H 1.65 -6.73 0.76
H 1.60 -8.16 1.78
H 3.90 -7.39 1.72
H 3.27 -7.07 3.34
Cl 0.31 0.98 -2.66
C -1.35 1.48 -2.26
C -1.79 0.94 -0.92
Cl -2.01 -0.83 -0.95
H -2.01 1.16 -3.06
H -1.36 2.57 -2.23
H -2.75 1.37 -0.65
H -1.07 1.17 -0.14
Cl -1.27 2.15 -5.81
C -2.27 0.86 -6.55
C -3.74 1.15 -6.41
Cl -4.28 1.04 -4.72
H -2.00 -0.08 -6.09
H -1.98 0.82 -7.60
H -4.32 0.43 -6.98
H -3.98 2.15 -6.77
Cl -3.25 -0.68 -9.18
C -4.22 -1.96 -9.95
C -5.70 -1.68 -9.85
Cl -6.28 -1.80 -8.17
H -3.96 -2.91 -9.48
H -3.92 -2.00 -11.00
H -6.25 -2.42 -10.43
H -5.94 -0.69 -10.22
Cl 0.35 -1.85 -9.65
C 1.35 -1.05 -8.41
C 1.51 -1.91 -7.18
Cl 0.00 -2.09 -6.27
H 0.90 -0.09 -8.18
H 2.33 -0.88 -8.86
H 2.23 -1.44 -6.51
H 1.86 -2.90 -7.43
Cl -1.54 -3.56 4.62
C -2.49 -4.84 3.84
C -3.97 -4.57 3.88
Cl -4.63 -4.68 5.53
H -2.24 -5.78 4.32
H -2.16 -4.89 2.80
H -4.50 -5.31 3.28
H -4.20 -3.58 3.50



What is the calculated total energy in the first record?
-59818.2182 eV



The lowest calculated total energy belongs to which entry?
C27H49BCl12O3



Repeat the second record exactly.
This record from the OMol25 dataset describes CHOPS as an isolated structure at a distorted geometry. The level of theory is the ωB97M-V functional and the def2-TZVPD basis.

The relative energy (zero: lowest compared OMol25 entry of this formula, charge and spin) comes out at 11.41 kcal per mole. The HOMO energy comes out at -8.86 eV. The value obtained for the LUMO energy is -0.890 eV. The value obtained for the calculated total energy is -23222.9491 eV. The gap between HOMO and LUMO comes out at 8.0 eV.

Atoms and positions in Å:
C -0.15 0.37 0.50
O 0.24 -1.59 -0.86
P -0.52 -0.42 -1.21
S 0.66 1.67 0.10
H -0.24 -0.03 1.46